Record 1
ORCA calculation (the ωB97M-V functional and the def2-TZVPD basis) on C30H21CeCl2N5O2S as an isolated structure.

Values from the calculation:
Multiplicity: 1
E_LUMO (spin up / spin down), eV: -7.960 / -7.724
Calculated total energy, Ha: -3373.29866
Charge: +2
Kohn-Sham gap (spin up / spin down), eV: 4.93 / 5.17
HOMO energy (spin up / spin down), hartree: -0.4735 / -0.4740

Atoms and positions in Å:
Ce: -1.9434 -0.0922 0.5579
Cl: -2.4060 5.9549 -3.1337
C: -2.3721 4.2854 -2.7501
C: -2.2601 3.9127 -1.4185
C: -2.2336 2.5729 -1.0584
N: -2.1303 2.1155 0.2950
C: -1.9397 2.9620 1.3876
O: -1.8528 4.1608 1.3632
C: -1.8163 2.2486 2.7251
C: -1.6277 3.0088 3.8620
C: -1.4761 2.3645 5.0804
C: -1.5000 0.9765 5.1266
C: -1.6933 0.2834 3.9515
N: -1.8678 0.9033 2.7718
C: -2.3243 1.5849 -2.0602
C: -2.4269 1.9682 -3.3897
C: -2.4542 3.3112 -3.7379
Cl: -2.5929 3.7253 -5.3943
N: -2.2961 0.2175 -1.6277
C: -2.3701 -0.8733 -2.4945
O: -2.4537 -0.8369 -3.6931
C: -2.3184 -2.2301 -1.8087
C: -2.3495 -3.3653 -2.5945
C: -2.2884 -4.6064 -1.9791
C: -2.1923 -4.6771 -0.5951
C: -2.1669 -3.5017 0.1230
N: -2.2343 -2.2959 -0.4661
H: -2.1991 4.6804 -0.6677
H: -1.6026 4.0850 3.7650
H: -1.3355 2.9382 5.9869
H: -1.3768 0.4386 6.0558
H: -1.7255 -0.8010 3.9492
H: -2.4953 1.2291 -4.1677
H: -2.4230 -3.2493 -3.6665
H: -2.3166 -5.5112 -2.5719
H: -2.1469 -5.6253 -0.0784
H: -2.0999 -3.5188 1.2057
N: 0.3576 -0.3166 0.9048
S: 1.4177 -0.2475 -0.3518
C: 2.1621 -1.8595 -0.5111
C: 1.6095 -2.9672 0.1083
C: 2.1931 -4.2100 -0.1077
C: 3.2946 -4.3274 -0.9425
C: 3.8264 -3.2042 -1.5659
C: 3.2620 -1.9574 -1.3547
C: 2.7793 0.7367 0.1837
C: 2.9443 1.9670 -0.4359
C: 3.9890 2.7824 -0.0189
C: 4.8285 2.3615 1.0002
C: 4.6444 1.1226 1.6125
C: 3.6168 0.2929 1.2044
H: 0.8456 -0.4248 1.7918
H: 0.7547 -2.8661 0.7627
H: 1.7902 -5.0860 0.3831
H: 3.7467 -5.2962 -1.1070
H: 4.6862 -3.2964 -2.2153
H: 3.6815 -1.0809 -1.8333
H: 2.2791 2.2833 -1.2300
H: 4.1451 3.7410 -0.4942
H: 5.6427 2.9982 1.3195
H: 5.3158 0.8004 2.3966
H: 3.4955 -0.6888 1.6473

=====

Record 2
ORCA calculation (the ωB97M-V functional and the def2-TZVPD basis) on C30H21Cl3N6O2Rh as an isolated structure in a non-equilibrium geometry.

Values from the calculation:
Multiplicity: 5
Relative energy (zero: lowest compared OMol25 entry of this formula, charge and spin), kcal per mole: 70.0
Expectation value of S²: 6.02
E_LUMO (spin up / spin down), eV: -3.717 / -6.299
Calculated total energy, Ha: -3125.46657
Charge: +1
Kohn-Sham gap (spin up / spin down), eV: 6.16 / 3.55
HOMO energy (spin up / spin down), hartree: -0.3631 / -0.3621

Atoms and positions in Å:
Rh: -0.0529 0.0139 0.0513
O: 5.4391 3.9770 0.4988
C: 5.5419 2.9224 1.2832
O: 6.2126 2.3856 2.3632
C: 4.3989 1.9704 1.0011
C: 4.0754 1.6403 -0.3228
C: 2.9673 0.9033 -0.5444
N: 2.1422 0.5016 0.4230
C: 2.4485 0.8707 1.6321
C: 3.5275 1.5573 2.0750
C: 1.5044 0.1965 2.6001
C: 1.8767 -0.0695 3.9655
C: 0.8232 -0.3799 4.8350
C: -0.5218 -0.5987 4.4481
C: -0.7070 -0.3973 3.0753
N: 0.2003 -0.0078 2.1809
C: 2.4917 0.3536 -1.9463
C: 3.3213 0.2739 -3.0226
C: 2.8462 -0.4168 -4.1678
C: 1.5800 -0.7836 -4.3191
C: 0.7889 -0.6329 -3.0966
N: 1.2499 -0.2139 -1.9970
H: 4.8057 2.0410 -0.8879
H: 3.6355 1.7686 3.0634
H: 2.8716 0.1731 4.3396
H: 1.0143 -0.4664 5.8648
H: -1.1994 -0.9168 5.2321
H: -1.5531 -0.7987 2.6088
H: 4.2179 0.7725 -3.0373
H: 3.5810 -0.5335 -4.9677
H: 1.2865 -1.0613 -5.3227
H: -0.2345 -0.9194 -3.2661
C: -3.0177 -0.4783 -1.3751
N: -1.9772 0.5797 -1.0749
C: -2.2932 1.8628 -1.2478
C: -1.5474 2.8845 -0.7178
C: -1.4669 4.2662 -0.7395
C: -0.2302 4.6725 -0.3522
C: 0.3344 3.4403 0.0303
N: -0.3797 2.3729 -0.1991
C: -3.5411 -1.0974 -0.0566
C: -3.0197 -2.3102 0.4464
C: -3.5557 -2.9277 1.5530
C: -4.7522 -2.3952 2.0654
C: -5.2316 -1.1698 1.5719
C: -4.6885 -0.4898 0.5320
H: -2.4938 -1.2787 -1.8681
H: -3.9202 -0.1342 -1.8662
H: -3.1735 2.1393 -1.7365
H: -2.2242 4.8634 -1.2275
H: 0.1961 5.6534 -0.1408
H: 1.2392 3.3165 0.5143
H: -2.1003 -2.6573 -0.0139
H: -3.0853 -3.8140 1.9356
H: -5.2842 -2.8712 2.8523
H: -6.1210 -0.7236 2.1162
H: -5.0779 0.4649 0.1990
Cl: 0.8350 -5.8925 -3.1278
C: -0.4801 -4.9615 -2.3414
Cl: 0.1381 -4.1537 -0.8531
Cl: -1.8560 -6.0128 -1.9432
C: -0.8175 -3.9691 -3.3398
N: -0.9873 -3.3051 -4.2381

=====

Record 3
ORCA calculation (the ωB97M-V functional and the def2-TZVPD basis) on C30H21F10N4OPtSSe as an isolated structure.

Values from the calculation:
Multiplicity: 1
Relative energy (zero: lowest compared OMol25 entry of this formula, charge and spin), kcal per mole: 12.4
E_LUMO, eV: 2.162
Calculated total energy, Ha: -5367.65339
Charge: -1
Kohn-Sham gap, eV: 6.41
HOMO energy, hartree: -0.1560

Atoms and positions in Å:
Pt: -1.3054 -0.2492 0.3303
C: -3.3980 1.4663 1.3899
N: -1.9572 1.3028 1.6514
C: -1.7277 0.7846 3.0087
C: -2.2201 -0.6569 3.0850
N: -1.6156 -1.4015 1.9996
C: -1.6159 -2.7644 2.0487
C: -0.5621 -3.4767 1.4374
F: 0.4447 -2.7954 0.8749
C: -0.4471 -4.8484 1.4801
F: 0.6112 -5.4518 0.9358
C: -1.3899 -5.6107 2.1538
F: -1.2852 -6.9483 2.2070
C: -2.4241 -4.9584 2.7848
F: -3.3604 -5.6660 3.4400
C: -2.5280 -3.5786 2.7330
F: -3.6154 -3.0438 3.3403
C: -1.2193 2.5119 1.2520
C: -1.1259 2.6000 -0.2681
N: -0.6461 1.3412 -0.8261
C: -0.1105 1.3746 -2.0731
C: -0.0950 2.4765 -2.9601
F: -0.7580 3.6336 -2.6874
C: 0.5286 2.4695 -4.1973
F: 0.4583 3.5682 -4.9692
C: 1.1867 1.3538 -4.6592
F: 1.7874 1.3416 -5.8622
C: 1.2040 0.2451 -3.8315
F: 1.8752 -0.8474 -4.2182
C: 0.5931 0.2590 -2.5951
F: 0.7849 -0.8310 -1.8459
H: -3.8209 2.2095 2.0793
H: -3.9130 0.5186 1.5128
H: -3.5444 1.8008 0.3674
H: -2.2343 1.4119 3.7543
H: -0.6516 0.8149 3.1849
H: -3.3158 -0.6873 3.1002
H: -1.8948 -1.0618 4.0506
H: -0.2164 2.4315 1.6707
H: -1.7074 3.4118 1.6498
H: -0.4237 3.4127 -0.4739
H: -2.0886 2.9020 -0.6985
Se: -2.1807 -1.7642 -1.4486
C: -1.0576 -3.2001 -1.7290
N: -0.4091 -4.1382 -1.9152
O: 1.8641 1.8473 1.7729
S: 2.2473 2.1079 0.3555
C: 3.8165 2.9853 0.3986
C: 4.1397 3.8257 -0.6533
C: 5.3562 4.4977 -0.6371
C: 6.2196 4.3369 0.4358
C: 5.8720 3.5073 1.4976
C: 4.6657 2.8272 1.4825
C: 2.9182 0.5666 -0.2812
C: 3.5310 0.5256 -1.5258
C: 4.0067 -0.6846 -2.0005
C: 3.8593 -1.8376 -1.2386
C: 3.2359 -1.7820 -0.0026
C: 2.7539 -0.5728 0.4823
H: 3.4441 3.9561 -1.4750
H: 5.6216 5.1528 -1.4570
H: 7.1648 4.8648 0.4512
H: 6.5467 3.3915 2.3363
H: 4.3621 2.1808 2.2970
H: 3.6279 1.4236 -2.1261
H: 4.4697 -0.7325 -2.9775
H: 4.2044 -2.7873 -1.6260
H: 3.0868 -2.6860 0.5716
H: 2.2376 -0.5068 1.4315

=====

Record 4
ORCA calculation (the ωB97M-V functional and the def2-TZVPD basis) on C30H21F7IrN4O2S2Se2 as an isolated structure in a non-equilibrium geometry.

Values from the calculation:
Multiplicity: 1
Relative energy (zero: lowest compared OMol25 entry of this formula, charge and spin), kcal per mole: 12.5
E_LUMO, eV: -3.884
Calculated total energy, Ha: -7927.74009
Charge: +1
Kohn-Sham gap, eV: 6.97
HOMO energy, hartree: -0.3990

Atoms and positions in Å:
Ir: -0.2817 -0.2029 0.0739
O: 3.7847 -4.9501 3.0306
C: 2.6556 -5.3878 2.3059
C: 1.9316 -4.1888 1.7653
C: 0.9183 -4.3266 0.8322
C: 0.3133 -3.1959 0.3306
N: 0.6426 -1.9601 0.7136
C: 1.5512 -1.8202 1.7063
C: 2.2302 -2.9090 2.2144
C: 1.6839 -0.4678 2.2953
C: 2.4719 -0.2048 3.3995
C: 2.4432 1.0514 3.9851
C: 3.2672 1.3266 5.2208
O: 4.5455 0.7258 5.1618
C: 1.6149 2.0125 3.4247
C: 0.8766 1.6897 2.3025
N: 0.8997 0.4778 1.7472
H: 4.2754 -5.7140 3.3479
H: 1.9634 -5.9472 2.9452
H: 2.9324 -6.0381 1.4709
H: 0.5960 -5.2998 0.4853
H: -0.4803 -3.2866 -0.3969
H: 2.9893 -2.7934 2.9717
H: 3.1079 -0.9630 3.8334
H: 2.7615 0.8749 6.0750
H: 3.3222 2.4014 5.4022
H: 5.1235 1.2546 4.6027
H: 1.5414 3.0049 3.8509
H: 0.2431 2.4237 1.8305
Se: 0.0715 2.4767 -2.5132
Se: 1.6005 2.7282 -0.8002
C: 2.5559 1.0993 -1.1189
C: 3.9199 1.2544 -1.3318
C: 4.6626 0.1561 -1.6942
C: 4.0008 -1.0344 -1.8853
C: 2.6338 -1.1172 -1.6859
N: 1.8893 -0.0641 -1.2403
C: -1.3802 2.4537 -1.2714
C: -2.3754 3.4009 -1.4493
C: -3.3637 3.5403 -0.4920
C: -3.2868 2.7576 0.6444
C: -2.2838 1.8170 0.7354
N: -1.3542 1.6208 -0.2184
H: 4.3686 2.2322 -1.2321
H: 5.7261 0.2412 -1.8773
H: 4.5156 -1.9201 -2.2307
H: 0.8897 -2.3258 -2.1587
H: -2.3421 4.0391 -2.3205
H: -4.1517 4.2727 -0.6155
H: -3.9972 2.8593 1.4544
H: -2.2148 1.1811 1.5935
F: -0.9770 -0.5666 -2.7055
C: -1.4779 -0.9023 -1.4489
F: -2.7210 -0.2996 -1.4205
H: -1.6919 -1.9743 -1.4884
F: -6.5939 0.7379 4.1559
C: -5.5181 0.3243 3.5022
C: -4.2766 0.3773 4.1113
F: -4.1628 0.8647 5.3452
C: -3.1669 -0.0806 3.4300
F: -1.9825 0.0024 4.0396
C: -3.2556 -0.6189 2.1446
S: -1.8839 -1.4251 1.4111
C: -4.5154 -0.6152 1.5439
F: -4.6717 -1.0784 0.3131
C: -5.6351 -0.1526 2.2096
F: -6.8277 -0.1714 1.6204
S: 2.6855 -3.7623 -2.4085
C: 1.9597 -2.3789 -2.0654

=====

Record 5
ORCA calculation (the ωB97M-V functional and the def2-TZVPD basis) on C30H21N4O10Tl as an isolated structure in a non-equilibrium geometry.

Values from the calculation:
Multiplicity: 1
E_LUMO, eV: 4.205
Calculated total energy, Ha: -2299.75401
Charge: -2
Kohn-Sham gap, eV: 7.21
HOMO energy, hartree: -0.1105

Atoms and positions in Å:
Tl: -1.4972 -0.2659 -1.7815
O: -1.2354 1.9384 2.0358
C: -0.7518 0.9914 1.4193
O: -0.4493 0.9842 0.1910
C: -0.4934 -0.2941 2.2085
C: -0.0662 -0.1897 3.4940
C: 0.0607 -1.3279 4.3254
C: -0.3336 -2.5645 3.8346
C: -0.7667 -2.7062 2.5318
C: -0.8220 -1.5799 1.6014
O: -1.1924 -1.7211 0.4301
N: -1.1671 -3.9935 2.1179
O: -1.2749 -4.2554 0.9326
O: -1.4069 -4.8283 2.9962
N: 0.5508 -1.2190 5.6302
O: 0.9914 -0.1384 6.0207
O: 0.5260 -2.2155 6.3572
H: 0.1553 0.7864 3.9024
H: -0.2821 -3.4310 4.4775
O: 1.1163 -1.0177 -1.3663
C: 2.2233 -0.3447 -1.9482
C: 1.7264 0.9201 -2.8418
O: 2.6167 1.5760 -3.3721
O: 0.4969 1.0679 -2.9106
C: 2.8727 -1.3595 -2.8693
C: 3.8851 -2.1921 -2.4052
C: 4.4465 -3.1544 -3.2235
C: 3.9960 -3.3094 -4.5227
C: 2.9821 -2.4930 -4.9928
C: 2.4233 -1.5266 -4.1736
C: 3.1698 0.2201 -0.9317
C: 4.4563 0.5987 -1.3235
C: 5.3355 1.1646 -0.4197
C: 4.9478 1.3799 0.8936
C: 3.6620 1.0463 1.2850
C: 2.7829 0.4720 0.3848
H: 0.7725 -0.4533 -0.6542
H: 4.2367 -2.0773 -1.3912
H: 5.2349 -3.7924 -2.8448
H: 4.4319 -4.0664 -5.1627
H: 2.6251 -2.6144 -6.0080
H: 1.6399 -0.8864 -4.5482
H: 4.7594 0.4546 -2.3498
H: 6.3334 1.4431 -0.7419
H: 5.6425 1.8078 1.6059
H: 3.3360 1.2393 2.2997
H: 1.7895 0.2387 0.7355
N: -2.1024 2.6656 -1.2151
C: -3.3861 2.8734 -0.8565
C: -4.1246 3.9769 -1.2682
C: -5.4325 4.1878 -0.8348
C: -6.0395 3.3240 0.0415
C: -5.3529 2.1692 0.4612
C: -5.8845 1.2388 1.3780
C: -5.1668 0.1208 1.7029
C: -3.9549 -0.1138 1.0346
N: -3.4260 0.7382 0.2001
C: -4.0523 1.8987 -0.0424
H: -1.6347 3.4023 -1.7158
H: -1.4955 2.1113 -0.5887
H: -3.6505 4.6982 -1.9204
H: -5.9611 5.0720 -1.1737
H: -7.0391 3.5094 0.4116
H: -6.8535 1.4305 1.8220
H: -5.5219 -0.5834 2.4413
H: -3.4079 -1.0314 1.1951

=====

Record 6
ORCA calculation (the ωB97M-V functional and the def2-TZVPD basis) on C30H21N4O6S3Tc as an isolated structure in a non-equilibrium geometry.

Values from the calculation:
Multiplicity: 2
Relative energy (zero: lowest compared OMol25 entry of this formula, charge and spin), kcal per mole: 24.8
Expectation value of S²: 0.77
E_LUMO (spin up / spin down), eV: -5.520 / -5.071
Calculated total energy, Ha: -3101.44169
Charge: +1
Kohn-Sham gap (spin up / spin down), eV: 4.86 / 5.31
HOMO energy (spin up / spin down), hartree: -0.3815 / -0.3817

Atoms and positions in Å:
Tc: 0.1601 0.6261 -1.4594
S: 0.4282 4.4560 -3.8509
C: -1.1762 4.3628 -3.1642
C: -2.2582 5.2035 -3.3726
C: -3.4522 4.8887 -2.7518
C: -3.5640 3.7702 -1.9264
C: -2.4842 2.9427 -1.6992
C: -1.2762 3.2353 -2.3308
N: -0.1197 2.4934 -2.2677
C: 0.8445 3.0041 -3.0343
C: 2.0556 2.2430 -3.1213
C: 3.2338 2.6147 -3.7679
C: 4.3300 1.7746 -3.6937
C: 4.2496 0.5764 -2.9942
C: 3.0695 0.1932 -2.3709
C: 1.9530 1.0083 -2.4438
H: -2.1641 6.0690 -4.0073
H: -4.3114 5.5214 -2.9062
H: -4.5109 3.5488 -1.4598
H: -2.5517 2.0899 -1.0426
H: 3.2843 3.5515 -4.3009
H: 5.2593 2.0586 -4.1636
H: 5.1145 -0.0648 -2.9242
H: 3.0250 -0.7327 -1.8167
O: -1.0107 1.1112 0.6099
C: 0.1336 0.9727 1.0919
O: 1.1218 0.9309 0.2846
C: 0.3921 0.8020 2.5302
C: 1.3995 -0.0936 2.8891
C: 1.6767 -0.3714 4.2203
C: 0.9433 0.3114 5.1662
O: 1.0304 0.2564 6.5161
C: 0.0412 1.1348 7.0168
O: -0.6152 1.7505 5.9294
C: -0.0662 1.2221 4.8035
C: -0.3761 1.4732 3.4899
H: 1.9514 -0.5773 2.0980
H: 2.4346 -1.0805 4.5085
H: 0.5098 1.9007 7.6513
H: -0.6862 0.5597 7.6108
H: -1.1477 2.1693 3.2074
N: -1.6217 -5.4234 3.6966
C: -0.9985 -4.8257 2.6534
C: -1.6076 -4.7945 1.3878
C: -0.9925 -4.1553 0.3366
C: 0.2284 -3.5309 0.5330
C: 0.8595 -3.5668 1.7651
C: 0.2533 -4.2112 2.8196
S: 1.0505 -2.8047 -0.8496
O: 2.3085 -2.2598 -0.4430
O: 0.9952 -3.6876 -1.9792
N: 0.1074 -1.4787 -1.2874
C: -0.6981 -1.5601 -2.3356
S: -1.3917 -2.9002 -3.1540
C: -2.2295 -1.7739 -4.1815
C: -1.9083 -0.4930 -3.8825
N: -1.0329 -0.3663 -2.8506
H: -2.4589 -5.9544 3.5364
H: -1.1381 -5.5615 4.5660
H: -2.5531 -5.2934 1.2422
H: -1.4340 -4.1509 -0.6474
H: 1.8296 -3.1080 1.8657
H: 0.7447 -4.2677 3.7781
H: -2.8970 -2.1231 -4.9425
H: -2.2830 0.3836 -4.3807

=====

Record 7
ORCA calculation (the ωB97M-V functional and the def2-TZVPD basis) on C30H21N6S4SbTl as an isolated structure in a non-equilibrium geometry.

Values from the calculation:
Multiplicity: 2
Expectation value of S²: 0.77
E_LUMO (spin up / spin down), eV: 4.130 / 4.122
Calculated total energy, Ha: -3489.96379
Charge: -2
Kohn-Sham gap (spin up / spin down), eV: 3.84 / 5.35
HOMO energy (spin up / spin down), hartree: 0.0107 / -0.0450

Atoms and positions in Å:
Tl: -0.1351 1.9989 -0.2231
C: 3.8008 -0.1609 -0.2364
C: 2.9580 0.9061 -0.1135
N: 1.7693 0.8509 0.5580
C: 1.4299 -0.3247 1.1883
C: 2.2371 -1.4949 1.0806
C: 3.4481 -1.4058 0.3309
C: 1.8037 -2.6726 1.7140
C: 0.5941 -2.6962 2.3933
C: -0.1985 -1.5579 2.4803
C: 0.2185 -0.3451 1.9062
N: -0.5169 0.8463 1.8488
C: -1.3701 1.2280 2.8028
C: -1.5845 0.6023 4.0460
C: -2.5442 1.0624 4.9630
C: -3.3204 2.1660 4.7396
C: -3.0671 2.9182 3.5604
C: -3.7138 4.1425 3.2819
C: -3.3557 4.8846 2.1940
C: -2.3245 4.4049 1.3618
N: -1.7373 3.2588 1.5764
C: -2.0942 2.4928 2.6292
H: 4.7318 -0.0353 -0.7782
H: 3.1976 1.8629 -0.5613
H: 4.0811 -2.2794 0.2314
H: 2.4198 -3.5636 1.6423
H: 0.2464 -3.6175 2.8498
H: -1.1706 -1.6233 2.9472
H: -0.9860 -0.2536 4.3114
H: -2.6700 0.5049 5.8872
H: -4.0723 2.4958 5.4464
H: -4.4873 4.4871 3.9615
H: -3.8343 5.8294 1.9672
H: -1.9689 4.9768 0.5099
N: 0.1587 -2.2136 -2.8650
C: -0.1916 -3.3215 -2.0682
C: 0.2901 -4.5870 -2.3552
C: -0.1024 -5.6736 -1.5794
C: -0.9464 -5.4866 -0.4972
C: -1.3926 -4.2049 -0.1878
C: -1.0412 -3.1285 -0.9864
S: -1.6598 -1.5116 -0.6988
N: -0.3678 -0.5739 -1.2826
C: 0.2690 -0.9443 -2.3037
C: 1.1702 0.0368 -3.0434
C: 1.7509 -0.3014 -4.2499
C: 2.5071 0.6575 -4.9268
C: 2.6298 1.9073 -4.3795
C: 2.0002 2.1624 -3.1634
N: 1.3074 1.2453 -2.5099
H: 0.8195 -2.4267 -3.5890
H: 0.9657 -4.7244 -3.1928
H: 0.2678 -6.6623 -1.8204
H: -1.2394 -6.3249 0.1221
H: -2.0151 -4.0306 0.6806
H: 1.6226 -1.2691 -4.7120
H: 2.9585 0.4167 -5.8816
H: 3.1573 2.7067 -4.8822
H: 2.0340 3.1385 -2.6901
S: -0.1869 4.1756 -4.4963
Sb: -1.1588 4.4709 -2.4181
S: -2.0912 2.2569 -1.7837
S: 0.6999 4.3214 -0.7372